(1)
C12H22F3NO7S | ωB97M-V/def2-TZVPD

The calculation puts the total energy at -1749.541391 Ha. The value obtained for the LUMO energy is 0.5 eV. The value obtained for the largest force on an atom is 2.2 eV/Å. As for the SMILES: CCNOC(=O)OS(=O)(=O)C(F)(F)F.C1CCOC1.C1CCOC1. The value obtained for the HOMO-LUMO gap is 10.14 eV.

XYZ file:
```
46
Properties=species:S:1:pos:R:3:mulliken_charge:R:1
C -0.880 -0.346 4.103 -1.138
C -1.330 0.299 2.789 -0.148
N -2.532 1.118 2.938 -0.049
O -2.443 1.957 4.081 -0.244
C -3.412 1.640 4.960 0.540
O -3.197 1.547 6.117 -0.384
O -4.723 1.613 4.445 -0.223
S -5.501 0.203 4.429 1.160
O -6.898 0.466 4.370 -0.613
O -5.066 -0.672 5.465 -0.563
C -5.110 -0.635 2.799 0.738
F -6.165 -1.350 2.454 -0.215
F -4.910 0.268 1.840 -0.228
F -4.068 -1.430 2.943 -0.206
H -0.518 -1.348 3.866 0.340
H -0.053 0.189 4.562 0.326
H -1.689 -0.473 4.819 0.340
H -0.507 0.841 2.319 0.256
H -1.613 -0.506 2.111 0.077
H -2.726 1.678 2.118 0.207
C 1.398 -1.758 -1.497 -0.462
C 0.615 -0.457 -1.610 -0.308
C 0.250 -0.188 -0.157 -0.293
O 1.305 -0.736 0.635 -0.386
C 2.143 -1.557 -0.186 -0.445
H 2.061 -1.941 -2.340 0.194
H 0.710 -2.604 -1.413 0.311
H 1.263 0.333 -1.992 -0.012
H -0.256 -0.524 -2.260 0.433
H -0.681 -0.693 0.119 0.170
H 0.150 0.876 0.064 0.314
H 3.091 -1.030 -0.346 0.227
H 2.351 -2.492 0.335 0.283
C 4.742 0.296 -5.161 -0.600
C 3.956 1.604 -5.136 -0.571
C 2.529 1.103 -4.972 -0.396
O 2.609 -0.114 -4.223 -0.332
C 3.972 -0.545 -4.154 -0.396
H 5.793 0.410 -4.900 0.338
H 4.683 -0.156 -6.154 0.258
H 4.250 2.199 -4.268 0.269
H 4.089 2.214 -6.028 0.343
H 2.070 0.883 -5.941 0.278
H 1.890 1.810 -4.440 0.251
H 4.337 -0.376 -3.135 0.233
H 4.022 -1.614 -4.367 0.328
```

***

(2)
C28H60NO14S7 | ωB97M-V/def2-TZVPD

The calculation puts the total energy at -4997.484946 Ha. The value obtained for the LUMO energy is -1.6 eV. The value obtained for the largest force on an atom is 11.8 eV/Å. For the energy relative to the best compared isomer or geometry (same formula, charge and spin), the calculation gives 448.8 kJ/mol. The value obtained for the HOMO-LUMO gap is 10.57 eV. Its charge is +1.

XYZ file:
```
110
Properties=species:S:1:pos:R:3:mulliken_charge:R:1
N 0.611 0.388 -0.877 0.578
H 0.550 1.287 -1.259 0.214
H 0.539 -0.268 -1.516 0.293
H -0.149 0.304 -0.188 -0.146
H 1.481 0.165 -0.354 0.064
C 6.912 1.082 2.169 -0.573
C 6.104 0.019 2.683 -0.928
C 5.032 -0.440 1.694 -0.299
S 4.747 0.943 0.689 0.754
O 3.381 1.410 0.921 -0.479
O 5.076 0.577 -0.649 -0.639
C 5.887 2.015 1.520 -0.583
H 7.706 0.743 1.375 0.257
H 7.664 1.637 2.757 0.409
H 5.815 0.239 3.644 0.393
H 6.791 -0.865 2.923 0.321
H 4.107 -0.698 2.130 0.118
H 5.224 -1.249 1.148 0.555
H 5.145 2.518 2.186 0.250
H 6.332 2.830 0.710 0.348
C -1.658 -2.382 3.354 -1.358
C -0.559 -3.220 4.113 -1.145
C 0.761 -2.533 3.611 -0.488
S 0.622 -2.192 1.946 1.315
O 0.966 -3.394 1.110 -0.797
O 1.107 -0.886 1.689 -0.135
C -1.073 -2.121 1.880 -1.758
H -1.639 -1.394 3.921 0.132
H -2.572 -2.555 3.588 0.988
H -0.901 -4.199 3.692 0.225
H -0.793 -3.246 5.043 0.789
H 1.790 -3.156 3.602 0.443
H 0.823 -1.615 4.261 0.174
H -1.387 -2.748 1.059 0.391
H -1.511 -1.437 1.492 1.404
C 2.795 -3.689 -3.843 -0.001
C 3.483 -2.586 -4.528 -0.650
C 4.004 -1.573 -3.560 -1.087
S 3.664 -2.266 -1.946 1.147
O 2.476 -1.652 -1.391 -0.462
O 4.875 -2.460 -1.203 -0.725
C 3.205 -3.894 -2.416 -0.610
H 2.671 -4.766 -4.651 0.298
H 1.640 -3.386 -3.935 -0.119
H 2.892 -2.290 -5.422 0.411
H 4.409 -3.092 -4.976 0.226
H 3.439 -0.802 -3.610 0.505
H 5.006 -1.358 -3.787 0.499
H 2.466 -4.161 -1.688 0.259
H 4.179 -4.442 -2.263 0.304
C -3.009 5.428 -2.580 -0.704
C -1.800 4.516 -2.772 -0.326
C -0.965 4.648 -1.547 0.097
S -2.006 5.215 -0.228 1.374
O -1.268 6.215 0.570 -0.779
O -2.733 4.181 0.525 -0.561
C -3.206 6.007 -1.250 -2.121
H -3.931 4.849 -2.844 0.266
H -2.904 5.976 -3.505 0.408
H -1.404 4.646 -3.648 0.885
H -2.248 3.364 -2.612 -0.346
H -0.006 5.325 -1.788 0.351
H -0.503 3.681 -1.218 -0.432
H -2.925 6.860 -1.276 0.959
H -4.067 6.197 -0.906 0.955
C -5.751 -0.124 -0.734 -0.962
C -6.028 1.254 -0.918 -0.809
C -4.879 1.883 -1.810 -0.432
S -3.558 0.673 -1.786 1.088
O -2.300 1.270 -1.418 -0.464
O -3.634 -0.287 -2.977 -0.697
C -4.132 -0.238 -0.475 -0.234
H -5.984 -0.736 -1.595 0.376
H -6.212 -0.548 0.103 0.527
H -5.886 1.671 -0.042 0.461
H -7.118 1.291 -1.220 0.279
H -4.486 2.881 -1.648 -0.077
H -5.179 1.831 -2.772 0.616
H -3.959 0.312 0.414 0.413
H -3.869 -1.315 -0.544 -0.145
C -0.028 4.442 3.754 -0.246
C 1.426 4.154 4.106 -0.711
C 1.683 2.878 3.270 -0.896
S 0.111 2.035 2.986 1.161
O 0.074 0.819 3.821 -0.852
O -0.162 1.996 1.621 -0.362
C -0.859 3.249 3.800 -1.064
H 0.009 4.583 2.622 0.002
H -0.586 5.148 4.573 0.343
H 1.383 3.974 5.167 0.332
H 2.200 4.976 4.003 0.288
H 2.323 2.101 3.682 0.555
H 1.814 3.033 2.228 0.393
H -1.009 2.986 4.901 0.346
H -1.824 3.478 3.638 0.621
C -2.188 -5.705 -1.109 -1.252
C -3.371 -5.495 -2.176 -0.909
C -3.246 -3.954 -2.489 -0.384
S -1.565 -3.420 -2.416 1.061
O -1.524 -2.273 -1.554 -0.434
O -1.122 -3.410 -3.803 -0.715
C -1.020 -4.806 -1.369 -0.091
H -2.026 -6.808 -1.053 0.352
H -2.428 -5.421 -0.257 0.574
H -4.448 -5.797 -1.777 0.308
H -3.316 -6.047 -2.942 0.517
H -3.904 -3.471 -1.694 0.017
H -3.852 -3.565 -3.383 0.446
H -0.541 -4.543 -0.554 0.159
H -0.160 -5.250 -1.953 0.393
```

***

(3)
CH3NO2 | ωB97M-V/def2-TZVPD

The calculation puts the total energy at -244.952350 Ha. The value obtained for the LUMO energy (alpha / beta) is 0.3 / 0.7 eV. The value obtained for the largest force on an atom is 1.5 eV/Å. For the energy relative to the best compared isomer or geometry (same formula, charge and spin), the calculation gives 595.4 kJ/mol. The value obtained for the HOMO-LUMO gap (alpha / beta) is 9.31 / 8.86 eV.

XYZ file:
```
7
Properties=species:S:1:pos:R:3:mulliken_charge:R:1
C -1.679 0.521 0.186 0.032
N 1.203 0.170 0.376 -0.267
O -1.817 -0.486 -0.418 -0.268
O 1.711 -0.784 -0.436 -0.302
H -2.476 1.270 0.333 0.240
H 1.526 -0.188 1.300 0.221
H 1.533 -0.503 -1.343 0.344
```